# 1
Entry from OMol25: 2 unconnected molecules or ions with the total composition C2H9NO2 (ωB97M-V/def2-TZVPD).

Each line ends with the Mulliken charge.
Positions of all 14 atoms, in Å:
N: -1.7276 0.1787 -1.6647  -0.58
C: -1.6112 -0.7514 -0.5816  -0.26
O: -0.9610 -0.2493 0.5389  -0.53
H: -2.2061 1.0103 -1.4389  0.28
H: -0.8190 0.6129 -1.9099  0.21
H: -2.5557 -0.9724 -0.0475  0.27
H: -1.1559 -1.6997 -1.0396  0.30
H: -0.0797 -0.6752 0.4859  0.35
C: 2.2440 0.6483 1.4011  -0.53
O: 1.7963 0.0259 0.1823  -0.56
H: 3.2863 0.2759 1.2958  0.22
H: 2.3506 1.6756 1.5542  0.32
H: 1.6490 0.2114 2.2885  0.21
H: 1.1448 0.7169 -0.2226  0.31

Summary:
Charge ... 0
Orbital gap ... 10.560 eV
Structure (SMILES) ... NCO.CO
F_max ... 4.57 eV Å⁻¹
Calculated total energy ... -286.7659 hartree

# 2
Entry from OMol25: a gas-phase ion, C30H36F9NO7PS (charge +1) (ωB97M-V/def2-TZVPD).

Each line ends with the Mulliken charge.
Positions of all 85 atoms, in Å:
C: -1.0404 2.0767 5.3066  -0.91
C: -0.8131 0.5686 4.6540  -0.07
S: 0.7283 -0.2987 5.2716  -0.11
C: 2.2021 0.0293 4.1101  -0.82
C: 1.5997 -0.1990 2.5789  -0.11
C: 1.5383 -1.7985 2.0936  0.05
C: 2.0219 -3.0646 3.0295  -0.93
C: 0.6429 -3.7832 3.6018  -0.18
C: 0.8332 -4.5164 5.0630  0.39
O: 1.5582 -5.6386 5.1577  -0.52
O: 0.1314 -3.8693 6.2179  -0.45
C: 0.9234 -2.1599 0.6138  0.22
C: 0.8292 -3.7276 0.1394  -0.50
C: 0.2097 -4.0643 -1.3453  -0.61
P: 0.0731 -5.9320 -1.8140  0.30
O: 1.4109 -6.5302 -2.4128  -0.64
C: -0.2607 -2.8205 -2.3555  0.57
C: -0.8343 -3.2610 -3.8284  -0.53
C: -1.8941 -2.2072 -4.5041  -0.06
O: -3.2227 -2.8617 -4.6601  -0.36
C: -3.9124 -2.9753 -3.3592  0.43
O: -3.8463 -4.1523 -2.6911  -0.54
C: -4.7187 -1.6923 -2.7197  -0.25
C: -4.5875 -0.3125 -3.5977  -0.56
C: -0.1387 -1.2469 -1.8152  -0.28
C: 0.4282 -0.8591 -0.3132  0.43
C: 0.5195 0.6958 0.2800  0.13
C: -0.0443 1.8924 -0.7141  -0.57
C: 1.0673 2.4652 -1.7745  -0.25
C: 1.0291 4.0875 -2.0147  0.68
F: 1.1791 4.8391 -0.7130  -0.27
F: 2.2885 4.4189 -2.7814  -0.32
C: -0.2115 4.6247 -2.9416  0.56
F: -0.2446 3.7198 -4.1512  -0.28
F: 0.1452 5.9797 -3.4522  -0.27
C: -1.6941 4.5258 -2.2502  0.58
F: -1.7561 4.9367 -0.8288  -0.26
F: -2.3409 3.1858 -2.5128  -0.28
C: -2.6590 5.6158 -3.0742  0.55
F: -4.0768 5.2471 -2.7078  -0.24
F: -2.4748 7.0177 -2.5783  -0.21
F: -2.5598 5.4876 -4.5463  -0.20
N: 1.1088 0.9575 1.6825  0.85
C: 1.2270 2.3925 2.2382  0.13
C: 2.7347 3.0279 2.0774  -0.49
O: 3.8071 2.0394 1.8879  -0.30
C: 4.5436 2.2461 0.6285  0.54
C: 4.8084 0.8703 -0.2844  -0.62
O: 5.0381 3.4437 0.2130  -0.52
H: -0.0358 2.6187 5.5757  0.25
H: -1.6112 2.7042 4.4694  0.26
H: -1.8058 2.0313 6.2211  0.31
H: -1.7685 -0.0680 4.9677  0.44
H: -0.8806 0.6994 3.4906  -0.06
H: 3.1242 -0.6908 4.3469  0.44
H: 2.5896 1.1154 4.3083  0.31
H: 2.5524 -3.8990 2.3600  0.41
H: 2.7938 -2.7906 3.8649  0.25
H: -0.1835 -2.9424 3.7237  0.23
H: 0.1989 -4.5636 2.8221  0.27
H: -0.6147 -3.2882 5.8373  0.36
H: 1.1696 -4.6108 0.8271  0.21
H: -0.1653 -6.6559 -0.5587  0.14
H: -1.0346 -6.2114 -2.7120  0.15
H: -1.3849 -4.2860 -3.7007  0.18
H: 0.0831 -3.4707 -4.5611  0.43
H: -1.9464 -1.1582 -3.9850  -0.07
H: -1.5114 -2.0127 -5.6169  0.30
H: -4.3015 -1.5574 -1.6127  0.22
H: -5.8731 -1.9889 -2.7067  0.32
H: -4.5732 -0.5037 -4.7749  0.26
H: -3.5418 0.1840 -3.3420  -0.11
H: -5.4181 0.4415 -3.2633  0.34
H: -0.4858 -0.3991 -2.5546  -0.11
H: -0.9060 1.3971 -1.3757  0.14
H: -0.5969 2.7673 -0.1209  0.51
H: 1.0419 1.8294 -2.7834  0.41
H: 2.1350 2.2263 -1.3000  -0.04
H: 0.4851 3.1431 1.7320  0.28
H: 0.9799 2.4345 3.4055  -0.30
H: 2.9884 3.6037 3.0912  0.40
H: 2.6682 3.8516 1.2420  0.25
H: 3.8028 0.2520 -0.2078  0.10
H: 5.6807 0.2457 0.1976  0.33
H: 5.0495 1.1313 -1.4101  0.30

Summary:
Charge ... +1
Orbital gap ... 6.250 eV
Structure (SMILES) ... CCSCc1c(CCC(=O)O)c2cc([PH2]=O)c(CCOC(=O)CC)cc2c(CCC(F)(F)C(F)(F)C(F)(F)C(F)(F)F)[n+]1CCOC(C)=O
F_max ... 9.44 eV Å⁻¹
Calculated total energy ... -3383.2946 hartree

# 3
Entry from OMol25: a molecular structure, H8LiO4 (ωB97M-V/def2-TZVPD).

Each line ends with the Mulliken charge.
Positions of all 13 atoms, in Å:
Li: -0.2146 -0.2676 -0.0127  0.90
O: -1.4804 1.4290 0.2948  -0.60
H: -2.4153 1.4029 0.0442  0.32
H: -1.2886 2.3604 0.4638  0.31
O: 0.0407 0.2424 -1.8877  -0.64
H: -0.7893 0.7309 -1.9986  0.35
H: 0.4203 0.1963 -2.7729  0.30
O: 1.3070 0.3227 1.3364  -0.57
H: 1.1904 0.3278 2.2956  0.31
H: 2.1295 0.7994 1.1662  0.30
O: 0.2232 -2.2130 0.1585  -0.63
H: 1.0952 -2.2792 0.5739  0.33
H: -0.2183 -3.0520 0.3385  0.33

Summary:
Charge ... +1
Orbital gap ... 12.844 eV
F_max ... 0.59 eV Å⁻¹
Calculated total energy ... -313.1652 hartree

# 4
Entry from OMol25: C10H13BrO2 in the gas phase (ωB97M-V/def2-TZVPD).

Each line ends with the Mulliken charge.
Positions of all 26 atoms, in Å:
C: 1.2092 1.4183 1.9840  -1.89
C: 1.0035 1.1511 0.5402  2.05
C: 1.6315 2.2593 -0.3554  -1.44
C: -0.4881 1.2387 0.0379  -0.39
O: -1.3168 1.8498 0.6427  -0.56
C: -0.5347 0.4968 -1.2220  -0.65
C: -0.7362 -1.0779 -1.1402  1.46
C: -1.2621 -1.5472 0.1762  -1.72
C: -1.3985 -1.8621 -2.3093  -1.44
C: 0.7112 -0.5891 -1.2084  0.19
Br: 1.7766 -0.9788 -2.7428  -0.07
C: 1.4865 -0.2085 0.0930  -0.02
O: 2.2747 -0.8329 0.7272  -0.56
H: 1.1071 0.5578 2.6468  0.34
H: 0.5211 2.1606 2.3410  0.46
H: 2.0938 1.9541 2.0725  0.43
H: 1.6347 1.7921 -1.3752  0.33
H: 2.6204 2.5046 -0.0081  0.44
H: 1.0607 3.2391 -0.1614  0.34
H: -0.7624 1.0188 -2.0997  0.50
H: -0.6702 -2.4415 0.4307  0.32
H: -2.3476 -1.8276 0.0170  0.49
H: -1.1581 -0.7891 1.0150  0.26
H: -2.2811 -2.4191 -1.8867  0.39
H: -0.8516 -2.6529 -2.7332  0.40
H: -1.7277 -1.1516 -3.0850  0.35

Summary:
Charge ... 0
Orbital gap ... 9.788 eV
Structure (SMILES) ... CC1(C)C(=O)[C@@H]2C(C)(C)[C@]2(Br)C1=O
F_max ... 3.97 eV Å⁻¹
Calculated total energy ... -3113.2679 hartree